{
  "formula": "C5H10O",
  "method": "wB97M-V/def2-TZVPD",
  "species": ["C", "O", "C", "C", "C", "C", "H", "H", "H", "H", "H", "H", "H", "H", "H", "H"],
  "xyz": [[-1.351, 1.204, 1.100], [0.004, 0.940, 0.879], [0.360, -0.107, 0.011], [1.825, -0.425, 0.422], [0.187, -0.159, -1.482], [-0.838, -0.875, -0.674], [-1.781, 1.736, 0.242], [-1.924, 0.281, 1.269], [-1.409, 1.838, 1.990], [2.157, 0.421, 1.043], [2.481, -0.411, -0.458], [2.016, -1.339, 0.986], [-0.056, 0.685, -2.111], [0.928, -0.836, -1.892], [-0.993, -1.950, -0.734], [-1.807, -0.363, -0.716]],
  "de_lowest_ev": 2.475,
  "homo_lumo_gap_ev": 10.00,
  "multiplicity": 1,
  "smiles": "COC1(C)CC1",
  "energy_ev": -7392.2899,
  "e_lumo_ha": 0.0404
}

***

{
  "formula": "C5H10O",
  "method": "wB97M-V/def2-TZVPD",
  "species": ["C", "C", "O", "C", "C", "C", "H", "H", "H", "H", "H", "H", "H", "H", "H", "H"],
  "xyz": [[-0.366, -1.021, 1.199], [-0.048, 0.285, 0.575], [-0.282, 1.386, 1.420], [-0.706, 0.343, -0.770], [0.537, -0.089, -1.586], [1.278, 0.465, -0.359], [-0.077, -1.899, 0.627], [-1.772, -1.019, 0.560], [-0.021, -1.126, 2.257], [-0.804, 1.102, 2.181], [-1.888, -0.521, -0.455], [-0.942, 1.392, -0.999], [0.694, 0.420, -2.547], [0.660, -1.168, -1.721], [1.546, 1.523, -0.487], [2.098, -0.106, 0.052]],
  "de_lowest_ev": 4.816,
  "homo_lumo_gap_ev": 9.97,
  "multiplicity": 1,
  "energy_ev": -7389.9494,
  "e_lumo_ha": 0.0289
}

***

{
  "formula": "C5H10O",
  "method": "wB97M-V/def2-TZVPD",
  "species": ["C", "C", "C", "C", "C", "O", "H", "H", "H", "H", "H", "H", "H", "H", "H", "H"],
  "xyz": [[-1.291, -1.532, 0.340], [-0.646, -0.449, -0.544], [0.337, 0.409, 0.204], [-0.249, 1.792, 0.452], [2.047, -0.090, -0.171], [1.935, 0.378, -1.369], [-2.025, -1.129, 1.048], [-0.529, -2.074, 0.906], [-1.815, -2.246, -0.304], [-1.450, 0.136, -1.021], [-0.060, -0.909, -1.333], [-1.325, 1.891, 0.206], [-0.089, 2.268, 1.429], [0.285, 2.382, -0.292], [2.058, -1.195, -0.039], [2.817, 0.368, 0.489]],
  "de_lowest_ev": 4.213,
  "homo_lumo_gap_ev": [8.36, 8.34],
  "multiplicity": 1,
  "energy_ev": -7390.5520,
  "e_lumo_ha": [-0.0151, -0.0154]
}

***

{
  "formula": "C5H10O",
  "method": "wB97M-V/def2-TZVPD",
  "species": ["C", "C", "O", "C", "C", "C", "H", "H", "H", "H", "H", "H", "H", "H", "H", "H"],
  "xyz": [[1.368, 0.202, -1.648], [0.430, -0.111, -0.500], [1.382, -1.166, 0.252], [0.085, 0.994, 0.455], [-1.334, 1.501, 0.581], [-0.742, 0.627, 1.643], [1.872, 1.183, -1.619], [1.003, -0.022, -2.647], [1.971, -0.611, -1.204], [-0.464, -0.662, -0.819], [1.138, -2.092, 0.067], [0.876, 1.731, 0.594], [-1.470, 2.558, 0.797], [-2.094, 1.080, -0.073], [-1.067, -0.409, 1.696], [-0.467, 1.065, 2.594]],
  "de_lowest_ev": 2.408,
  "homo_lumo_gap_ev": 10.96,
  "multiplicity": 1,
  "smiles": "C[C@@H](O)C1CC1",
  "energy_ev": -7392.3576,
  "e_lumo_ha": 0.0386
}

***

{
  "formula": "C5H10O",
  "method": "wB97M-V/def2-TZVPD",
  "species": ["C", "C", "O", "H", "H", "C", "C", "C", "H", "H", "H", "H", "H", "H", "H", "H"],
  "xyz": [[0.089, -0.396, 2.912], [-0.483, 0.714, 2.506], [-0.992, 1.705, 2.155], [0.421, -1.123, 2.183], [0.214, -0.569, 3.972], [-0.632, 1.057, -1.234], [0.031, -0.191, -0.655], [0.792, -0.999, -1.703], [-1.338, 0.792, -2.029], [0.118, 1.732, -1.664], [-1.180, 1.612, -0.465], [-0.734, -0.826, -0.185], [0.727, 0.104, 0.141], [1.248, -1.895, -1.269], [0.126, -1.320, -2.513], [1.593, -0.399, -2.151]],
  "de_lowest_ev": 1.159,
  "homo_lumo_gap_ev": 10.29,
  "multiplicity": 1,
  "smiles": "C=C=O.CCC",
  "energy_ev": -7393.6067,
  "e_lumo_ha": 0.0335
}

***

{
  "formula": "C5H10O",
  "method": "wB97M-V/def2-TZVPD",
  "species": ["O", "C", "C", "C", "C", "C", "H", "H", "H", "H", "H", "H", "H", "H", "H", "H"],
  "xyz": [[-2.317, 0.250, -0.285], [-0.985, 0.067, -0.227], [-0.405, -1.358, 0.007], [0.922, -1.435, 0.527], [1.114, 1.207, -0.446], [-0.224, 1.223, 0.322], [-2.686, -0.455, -0.842], [1.084, 0.354, -1.136], [-1.091, -1.588, 0.846], [-0.647, -2.036, -0.822], [1.744, -1.813, -0.071], [1.171, -0.957, 1.468], [2.002, 1.122, 0.182], [1.202, 2.105, -1.061], [-0.088, 1.176, 1.412], [-0.794, 2.138, 0.128]],
  "de_lowest_ev": 4.060,
  "homo_lumo_gap_ev": [7.10, 8.50],
  "multiplicity": 1,
  "energy_ev": -7390.7054,
  "e_lumo_ha": [0.0192, 0.0275]
}

***

{
  "formula": "C5H10O",
  "method": "wB97M-V/def2-TZVPD",
  "species": ["C", "C", "C", "O", "C", "C", "H", "H", "H", "H", "H", "H", "H", "H", "H", "H"],
  "xyz": [[2.047, 0.183, 0.198], [0.817, -0.209, -0.621], [-0.455, -0.243, 0.203], [-0.416, -1.136, 1.288], [-1.225, 1.015, 0.443], [-1.794, -0.066, -0.447], [2.953, 0.162, -0.418], [2.186, -0.508, 1.035], [1.943, 1.193, 0.610], [0.973, -1.201, -1.068], [0.681, 0.491, -1.455], [-0.738, -1.981, 0.953], [-1.674, 1.135, 1.424], [-0.874, 1.933, -0.022], [-2.615, -0.646, -0.032], [-1.847, 0.095, -1.520]],
  "de_lowest_ev": 0.983,
  "homo_lumo_gap_ev": 11.01,
  "multiplicity": 1,
  "smiles": "CCC1(O)CC1",
  "energy_ev": -7393.7821,
  "e_lumo_ha": 0.0379
}

***

{
  "formula": "C5H10O",
  "method": "wB97M-V/def2-TZVPD",
  "species": ["C", "C", "C", "C", "C", "O", "H", "H", "H", "H", "H", "H", "H", "H", "H", "H"],
  "xyz": [[-1.324, -0.766, -1.142], [-1.007, -0.580, 0.339], [0.809, 0.119, 1.338], [1.987, -0.073, 0.448], [-0.305, 0.793, 0.660], [-0.099, 1.515, -0.554], [-0.417, -0.742, -1.750], [-1.992, 0.016, -1.512], [-1.807, -1.739, -1.284], [-1.902, -0.651, 0.961], [-0.371, -1.417, 0.671], [2.652, 0.740, 0.791], [2.532, -0.998, 0.662], [1.840, 0.063, -0.632], [-0.942, 1.386, 1.329], [0.344, 2.333, -0.325]],
  "de_lowest_ev": 3.838,
  "homo_lumo_gap_ev": 8.94,
  "multiplicity": 1,
  "energy_ev": -7390.9273,
  "e_lumo_ha": 0.0251
}

***

{
  "formula": "C5H10O",
  "method": "wB97M-V/def2-TZVPD",
  "species": ["C", "C", "C", "C", "O", "C", "H", "H", "H", "H", "H", "H", "H", "H", "H", "H"],
  "xyz": [[-1.506, 0.968, -0.772], [-0.366, 0.125, -1.162], [-0.723, -1.290, 1.490], [0.966, 0.610, -1.002], [1.232, 1.477, -1.840], [1.981, 0.016, -0.061], [-1.468, 1.738, -1.561], [-1.415, 1.507, 0.181], [-2.470, 0.459, -0.848], [-0.598, -1.428, 0.408], [-0.426, -0.278, 1.783], [-0.100, -2.017, 2.017], [-1.774, -1.445, 1.744], [1.828, 0.399, 0.954], [1.895, -1.075, -0.024], [2.976, 0.305, -0.405]],
  "de_lowest_ev": 3.745,
  "homo_lumo_gap_ev": 8.48,
  "multiplicity": 1,
  "energy_ev": -7391.0203,
  "e_lumo_ha": -0.0116
}

***

{
  "formula": "C5H10O",
  "method": "wB97M-V/def2-TZVPD",
  "species": ["C", "C", "C", "C", "C", "O", "H", "H", "H", "H", "H", "H", "H", "H", "H", "H"],
  "xyz": [[1.144, 0.595, 2.160], [0.735, 1.125, -0.949], [-0.610, 0.667, -0.995], [-0.951, -0.492, -1.989], [-1.003, -0.793, -0.572], [-0.041, -1.649, -0.077], [1.774, -0.292, 2.048], [0.122, 0.311, 2.432], [1.556, 1.220, 2.956], [1.135, 1.174, 1.230], [1.371, 0.219, -1.032], [-1.421, 1.385, -0.874], [-1.870, -0.347, -2.547], [-0.113, -0.895, -2.549], [-1.976, -0.829, -0.081], [0.149, -1.397, 0.838]],
  "de_lowest_ev": 4.871,
  "homo_lumo_gap_ev": 8.37,
  "multiplicity": 1,
  "energy_ev": -7389.8944,
  "e_lumo_ha": 0.0027
}

***

{
  "formula": "C5H10O",
  "method": "wB97M-V/def2-TZVPD",
  "species": ["C", "C", "C", "O", "C", "C", "H", "H", "H", "H", "H", "H", "H", "H", "H", "H"],
  "xyz": [[0.344, 1.530, -0.389], [-0.089, 0.142, 0.031], [0.773, -0.495, 1.100], [2.104, -0.685, 0.669], [-0.680, -0.775, -1.013], [-1.551, -0.191, 0.066], [-0.294, 1.922, -1.189], [0.288, 2.225, 0.458], [1.380, 1.520, -0.746], [0.334, -1.467, 1.393], [0.824, 0.132, 1.995], [1.978, -1.362, -0.010], [-0.462, -1.841, -0.967], [-0.796, -0.394, -2.025], [-2.256, 0.589, -0.205], [-1.905, -0.862, 0.845]],
  "de_lowest_ev": 1.041,
  "homo_lumo_gap_ev": 11.09,
  "multiplicity": 1,
  "smiles": "CC1(CO)CC1",
  "energy_ev": -7393.7246,
  "e_lumo_ha": 0.0348
}

***

{
  "formula": "C5H10O",
  "method": "wB97M-V/def2-TZVPD",
  "species": ["C", "C", "C", "C", "C", "O", "H", "H", "H", "H", "H", "H", "H", "H", "H", "H"],
  "xyz": [[2.189, -0.062, -0.300], [1.030, 0.507, 0.488], [-0.268, 0.408, -0.260], [-0.783, -0.962, -0.120], [-2.263, 0.035, 0.240], [-1.337, 1.096, 0.389], [2.019, -1.123, -0.518], [2.297, 0.454, -1.261], [3.123, 0.033, 0.259], [0.969, 0.014, 1.468], [1.192, 1.569, 0.704], [-0.154, 0.741, -1.302], [-0.567, -1.640, 0.686], [-1.649, -0.982, -1.391], [-2.614, -0.440, 1.167], [-3.185, 0.351, -0.250]],
  "de_lowest_ev": 5.352,
  "homo_lumo_gap_ev": 9.51,
  "multiplicity": 1,
  "energy_ev": -7389.4130,
  "e_lumo_ha": 0.0290
}

***

{
  "formula": "C5H10O",
  "method": "wB97M-V/def2-TZVPD",
  "species": ["C", "C", "C", "O", "H", "H", "H", "H", "C", "C", "H", "H", "H", "H", "H", "H"],
  "xyz": [[-1.441, -0.817, -1.085], [-0.656, -0.151, -1.932], [-0.442, 1.311, -1.770], [-0.854, 1.955, -0.829], [-1.614, -1.885, -1.174], [-1.933, -0.285, -0.275], [-0.154, -0.644, -2.762], [0.136, 1.804, -2.578], [0.280, -0.403, 1.968], [1.464, 0.079, 1.135], [0.463, -0.265, 3.040], [-0.627, 0.154, 1.710], [0.083, -1.469, 1.802], [1.587, 1.163, 1.222], [2.398, -0.396, 1.451], [1.310, -0.153, 0.078]],
  "de_lowest_ev": 1.346,
  "homo_lumo_gap_ev": 10.10,
  "multiplicity": 1,
  "smiles": "C=CC=O.CC",
  "energy_ev": -7393.4189,
  "e_lumo_ha": 0.0001
}

***

{
  "formula": "C5H10O",
  "method": "wB97M-V/def2-TZVPD",
  "species": ["C", "C", "C", "C", "O", "C", "H", "H", "H", "H", "H", "H", "H", "H", "H", "H"],
  "xyz": [[1.867, 0.035, -0.578], [0.770, 0.143, 0.474], [-0.429, 1.040, 0.076], [-1.418, -0.121, 0.346], [-2.108, -0.521, -0.824], [-0.215, -1.049, 0.611], [2.384, 0.994, -0.711], [1.437, -0.245, -1.548], [2.625, -0.713, -0.318], [1.216, 0.410, 1.441], [-0.442, 1.163, -1.011], [-0.539, 2.022, 0.550], [-2.133, -0.017, 1.178], [-2.693, 0.208, -1.072], [-0.191, -1.563, 1.577], [-0.130, -1.787, -0.192]],
  "de_lowest_ev": 0.988,
  "homo_lumo_gap_ev": 10.96,
  "multiplicity": 1,
  "smiles": "C[C@H]1C[C@@H](O)C1",
  "energy_ev": -7393.7771,
  "e_lumo_ha": 0.0387
}

***

{
  "formula": "C5H10O",
  "method": "wB97M-V/def2-TZVPD",
  "species": ["C", "C", "C", "C", "C", "O", "H", "H", "H", "H", "H", "H", "H", "H", "H", "H"],
  "xyz": [[-1.336, 1.355, -0.001], [-0.095, 0.549, -0.290], [-0.113, -0.777, -1.146], [0.893, -1.398, -0.206], [0.521, -0.280, 0.772], [1.613, 0.452, 1.396], [-1.698, 1.895, -0.938], [-1.123, 2.087, 0.803], [-2.026, 0.611, 0.304], [0.618, 1.205, -0.676], [0.242, -0.676, -2.231], [-1.126, -1.193, -1.127], [0.786, -2.463, 0.132], [1.874, -1.358, -0.613], [-0.307, -0.709, 1.422], [1.277, 0.701, 2.399]],
  "de_lowest_ev": 1.786,
  "homo_lumo_gap_ev": 10.80,
  "multiplicity": 1,
  "smiles": "C[C@@H]1CC[C@H]1O",
  "energy_ev": -7392.9798,
  "e_lumo_ha": 0.0317
}

***

{
  "formula": "C5H10O",
  "method": "wB97M-V/def2-TZVPD",
  "species": ["C", "C", "O", "C", "C", "C", "H", "H", "H", "H", "H", "H", "H", "H", "H", "H"],
  "xyz": [[1.850, -1.017, 0.171], [0.808, -0.321, -0.682], [-0.391, -1.053, -0.935], [-0.493, 0.150, -0.177], [-1.223, 1.258, -0.904], [-0.877, -0.019, 1.275], [2.837, -0.976, -0.301], [1.572, -2.068, 0.283], [1.936, -0.577, 1.170], [1.194, 0.193, -1.566], [-0.872, 1.341, -1.937], [-2.297, 1.037, -0.928], [-1.086, 2.224, -0.405], [-0.771, 0.932, 1.811], [-0.262, -0.771, 1.776], [-1.925, -0.333, 1.350]],
  "de_lowest_ev": 0.960,
  "homo_lumo_gap_ev": 11.04,
  "multiplicity": 1,
  "smiles": "C[C@H]1OC1(C)C",
  "energy_ev": -7393.8057,
  "e_lumo_ha": 0.0382
}